1.
Below is 11 unconnected molecules or ions with the total composition C44H63F21O24 at a distorted geometry, with properties calculated with ωB97M-V with the def2-TZVPD basis set.

Each line ends with the Löwdin charge.
Geometry (Å):
C (-3.3282, -1.2140, -0.2282)  -0.065
C (-2.9543, -2.6595, -0.2746)  -0.193
O (-3.0979, -3.1683, -1.6416)  0.021
C (-2.9827, -4.4689, -1.8450)  -0.399
O (-2.7541, -5.3766, -1.0811)  0.166
C (-3.0945, -4.7185, -3.3552)  -0.543
F (-3.9774, -3.8813, -3.8068)  0.194
F (-1.9048, -4.5278, -3.9960)  0.134
F (-3.4982, -5.9656, -3.7066)  0.150
H (-3.0553, -0.9553, 0.8283)  0.091
H (-4.4166, -1.1907, -0.3962)  0.089
H (-2.9367, -0.5023, -0.9728)  0.070
H (-3.5990, -3.2606, 0.4442)  0.132
H (-1.9826, -2.8748, 0.1378)  0.109
C (-7.3489, -4.1072, 2.0388)  -0.044
C (-7.2310, -3.0286, 3.0663)  -0.212
O (-6.1954, -3.2431, 4.0022)  0.065
C (-5.0258, -2.7968, 3.5963)  -0.412
O (-4.6507, -2.4608, 2.5271)  0.172
C (-3.9714, -3.0382, 4.6690)  -0.476
F (-3.1549, -4.0803, 4.3348)  0.146
F (-3.1690, -1.9828, 4.9539)  0.153
F (-4.6171, -3.4577, 5.7814)  0.142
H (-7.8205, -4.9985, 2.4159)  0.074
H (-6.3184, -4.3409, 1.6670)  0.099
H (-7.9322, -3.8184, 1.1762)  0.082
H (-8.0840, -2.7331, 3.6101)  0.120
H (-6.9606, -2.1415, 2.5160)  0.117
C (2.0511, 0.0612, 8.3056)  -0.069
C (1.4481, 1.1503, 7.5791)  -0.190
O (0.0939, 0.7467, 7.1178)  0.054
C (-0.6430, 1.7112, 6.6378)  -0.398
O (-0.2797, 2.8361, 6.2623)  0.115
C (-2.1178, 1.2757, 6.6537)  -0.563
F (-2.4607, 1.1086, 5.3513)  0.125
F (-2.4064, 0.1113, 7.2399)  0.175
F (-2.8357, 2.2631, 7.1032)  0.208
H (1.4129, -0.3137, 9.1586)  0.110
H (2.9244, 0.5275, 8.7823)  0.099
H (2.3425, -0.7587, 7.6888)  0.059
H (2.0173, 1.4452, 6.6990)  0.110
H (1.3113, 2.0841, 8.0939)  0.125
C (-1.6864, 3.2929, -3.8988)  -0.039
C (-0.8334, 3.9819, -2.8517)  -0.139
O (-1.7151, 5.0290, -2.2850)  0.057
C (-1.1696, 6.0227, -1.6845)  -0.476
O (-0.0411, 6.2764, -1.4754)  0.178
C (-2.2324, 6.9747, -1.1031)  -0.546
F (-2.1516, 8.2161, -1.5834)  0.182
F (-3.4771, 6.5270, -1.2744)  0.169
F (-1.9729, 6.9630, 0.2014)  0.171
H (-1.7128, 3.9694, -4.7976)  0.102
H (-2.7234, 2.9755, -3.6573)  0.101
H (-1.1599, 2.4531, -4.2762)  0.033
H (0.1119, 4.4112, -3.2169)  0.129
H (-0.4070, 3.4266, -2.0263)  0.102
C (3.1013, -5.1618, -4.2004)  -0.048
C (2.0248, -4.6705, -3.2378)  -0.187
O (2.0545, -5.5235, -2.0781)  0.019
C (1.2172, -5.2672, -1.0814)  -0.372
O (0.3589, -4.4428, -1.0832)  0.152
C (1.8123, -6.0717, 0.1409)  -0.520
F (1.5754, -7.3276, 0.0234)  0.226
F (3.1855, -5.8180, 0.1472)  0.108
F (1.3475, -5.6368, 1.3242)  0.157
H (3.0407, -4.6817, -5.1538)  0.048
H (2.8365, -6.2348, -4.4669)  0.100
H (4.1247, -5.1306, -3.7772)  0.083
H (1.0222, -4.7196, -3.6838)  0.129
H (2.1728, -3.6498, -2.9441)  0.097
C (0.6736, 4.3365, 2.7694)  -0.041
C (-0.1614, 5.1610, 1.7522)  -0.158
O (-1.1991, 4.2204, 1.2479)  -0.013
C (-2.3702, 4.3158, 1.9391)  -0.365
O (-2.6814, 5.0414, 2.8518)  0.168
C (-3.4432, 3.4003, 1.2827)  -0.583
F (-3.0078, 2.1106, 1.3660)  0.128
F (-4.5206, 3.5226, 1.9859)  0.213
F (-3.6247, 3.7275, 0.0219)  0.197
H (1.4602, 5.0193, 3.1767)  0.088
H (1.1999, 3.4821, 2.1802)  0.077
H (0.0528, 3.9036, 3.6184)  0.096
H (0.3424, 5.4787, 0.8160)  0.108
H (-0.6508, 6.0316, 2.1312)  0.101
C (0.2417, 0.7000, 3.4139)  -0.035
C (0.0743, 0.7142, 1.9097)  -0.079
O (1.2764, 1.4831, 1.3878)  -0.039
C (1.2693, 1.7675, 0.1097)  -0.442
O (0.3475, 1.4301, -0.6218)  0.104
C (2.4368, 2.5708, -0.3379)  -0.511
F (2.7319, 2.4176, -1.6424)  0.163
F (2.2323, 3.8631, -0.0371)  0.168
F (3.5827, 2.2526, 0.3262)  0.137
H (-0.6371, 0.4060, 3.8978)  0.051
H (0.6901, 1.6145, 3.7210)  0.053
H (0.9129, -0.1460, 3.7709)  0.117
H (-0.8036, 1.3561, 1.6162)  0.129
H (0.2404, -0.2724, 1.4809)  0.113
C (2.6183, 2.3823, -5.7513)  -0.004
C (3.3955, 1.0975, -5.4731)  -0.269
C (3.3922, 0.5553, -4.0561)  -0.088
O (3.4190, -0.8878, -4.2249)  0.054
C (2.8813, -1.1789, -5.4305)  -0.571
O (2.5825, -2.2772, -5.8389)  0.131
O (2.7992, -0.0651, -6.1845)  0.060
H (2.5445, 2.3963, -6.8171)  0.077
H (3.2386, 3.2659, -5.5317)  0.093
H (1.6804, 2.4732, -5.2155)  0.072
H (4.4245, 1.1297, -5.8339)  0.152
H (2.4036, 0.7974, -3.6466)  0.118
H (4.2425, 0.9439, -3.5341)  0.132
C (4.0248, 3.2112, 3.8806)  -0.013
C (3.8030, 1.7708, 3.5284)  -0.303
C (4.9502, 0.9267, 3.0961)  -0.098
O (4.7821, -0.3244, 3.7484)  0.081
C (3.9070, -0.1525, 4.7751)  -0.588
O (3.5908, -0.9686, 5.5897)  0.149
O (3.4106, 1.0605, 4.7711)  0.057
H (3.1252, 3.4966, 4.4591)  0.089
H (4.1383, 3.8727, 2.9917)  0.102
H (4.9315, 3.2343, 4.5371)  0.104
H (2.8726, 1.6551, 2.9537)  0.123
H (5.9141, 1.3821, 3.3965)  0.146
H (4.9356, 0.7827, 2.0094)  0.132
C (5.4414, -2.6952, -1.4498)  -0.031
C (4.4536, -2.2402, -0.3656)  -0.168
O (3.0989, -2.4220, -0.8554)  -0.004
C (2.2864, -1.3554, -0.6307)  -0.465
C (0.8513, -1.5190, -0.8736)  0.026
O (2.7621, -0.3298, -0.1889)  0.075
H (6.4722, -2.6986, -0.9542)  0.107
H (5.4460, -2.1156, -2.3462)  0.059
H (5.2651, -3.6873, -1.7496)  0.044
H (4.5081, -2.7743, 0.5457)  0.116
H (4.4628, -1.2059, -0.1518)  0.082
H (0.4450, -0.5393, -1.0489)  0.058
H (0.3707, -1.9770, 0.0286)  0.113
H (0.6126, -2.1127, -1.7573)  0.081
C (-2.2964, 0.5194, -7.8988)  -0.066
C (-1.1444, 0.4617, -6.8818)  -0.183
O (-1.7781, -0.2093, -5.7327)  -0.030
C (-1.0173, -0.4204, -4.6614)  -0.536
C (-1.8384, -1.1505, -3.6005)  0.036
O (0.1487, -0.1222, -4.5962)  0.100
H (-3.0689, 1.2386, -7.6361)  0.071
H (-2.7023, -0.5141, -7.9932)  0.087
H (-1.8430, 0.7306, -8.9157)  0.093
H (-0.2587, -0.1585, -7.1685)  0.137
H (-0.7601, 1.4306, -6.5561)  0.106
H (-1.8992, -2.1574, -4.0458)  0.081
H (-2.8202, -0.6887, -3.4001)  0.096
H (-1.3711, -1.2158, -2.5827)  0.073

Values from the calculation:
Total charge: 0
Spin multiplicity: 1
SMILES: CCOC(=O)C(F)(F)F.CCOC(=O)C(F)(F)F.CCOC(=O)C(F)(F)F.CCOC(=O)C(F)(F)F.CCOC(=O)C(F)(F)F.CCOC(=O)C(F)(F)F.CCOC(=O)C(F)(F)F.C[C@H]1COC(=O)O1.C[C@H]1COC(=O)O1.CCOC(C)=O.CCOC(C)=O

2.
Below is a molecular structure, C44H65BrGeN3O7RbSSeSi at a distorted geometry, with properties calculated with ωB97M-V with the def2-TZVPD basis set.

Each line ends with the Löwdin charge.
Geometry (Å):
Rb (-19.7853, -11.0216, -3.0759)  0.661
O (-19.2706, -7.2065, -1.5555)  -0.116
C (-19.8600, -6.7361, -0.5023)  -0.377
C (-19.3380, -5.5718, 0.1151)  -0.037
C (-19.9781, -4.9442, 1.1631)  -0.129
C (-21.1800, -5.4896, 1.6507)  -0.149
C (-21.6994, -6.6780, 1.1268)  -0.063
C (-21.0533, -7.2922, 0.0607)  -0.103
C (-21.5193, -8.6261, -0.5041)  -0.396
O (-21.1914, -8.6978, -1.8461)  -0.127
N (-21.0534, -9.7456, 0.3354)  -0.021
N (-21.4292, -10.9503, -0.2394)  0.032
C (-21.1917, -11.9684, 0.5878)  -0.184
C (-21.4070, -13.3481, 0.2511)  -0.590
Br (-22.3180, -13.8628, -1.3483)  0.828
C (-21.0523, -14.2961, 1.1921)  -0.096
C (-21.1599, -15.7220, 1.0214)  -0.261
C (-20.7947, -16.4258, -0.1217)  -0.069
C (-21.0800, -17.7851, -0.2963)  -0.065
C (-21.7266, -18.4572, 0.7427)  -0.108
C (-22.1097, -17.8190, 1.9208)  -0.104
C (-21.7831, -16.4839, 2.0437)  -0.050
H (-20.3868, -8.0702, -1.9344)  0.025
H (-18.4059, -5.1581, -0.2702)  0.104
H (-19.5959, -4.0340, 1.6258)  0.086
H (-21.6717, -4.9995, 2.4713)  0.066
H (-22.5920, -7.1232, 1.5927)  0.108
H (-22.6127, -8.7432, -0.4061)  0.132
H (-20.0063, -9.6750, 0.4118)  0.096
H (-20.7589, -11.8013, 1.5693)  0.118
H (-20.7325, -13.9171, 2.1511)  0.110
H (-20.3000, -15.8742, -0.9429)  0.103
H (-20.7658, -18.2816, -1.1989)  0.088
H (-21.9536, -19.5121, 0.6195)  0.091
H (-22.5491, -18.3948, 2.7230)  0.093
H (-22.0497, -16.0170, 2.9832)  0.103
N (-16.4903, -15.0026, -1.4404)  0.102
C (-17.0479, -13.9894, -2.2560)  -0.480
O (-18.1457, -13.5024, -2.0338)  -0.058
C (-16.1328, -13.3571, -3.4256)  -0.350
C (-16.3689, -13.6958, -4.7739)  -0.200
H (-16.3841, -14.8345, -0.4531)  0.073
H (-15.6268, -15.3144, -1.8590)  0.053
H (-15.0913, -13.5808, -3.1219)  0.083
H (-16.3865, -12.2838, -3.3851)  0.083
H (-15.7043, -14.1859, -5.4535)  -0.067
H (-17.2693, -13.2817, -5.2196)  -0.030
O (-20.9900, -9.2185, -6.3312)  -0.125
H (-20.9667, -10.0222, -6.9060)  0.052
H (-20.2092, -9.2874, -5.7442)  -0.030
C (-20.2624, -16.9237, -3.9714)  -0.257
Ge (-20.2179, -17.3236, -5.8961)  0.760
C (-20.6378, -19.2069, -6.3626)  -0.250
C (-18.6192, -16.5850, -6.7134)  -0.218
C (-21.8730, -16.3820, -6.6626)  -0.614
Se (-21.7993, -14.6141, -5.8535)  0.854
C (-20.7800, -13.6913, -7.2646)  -0.380
H (-19.7123, -17.6660, -3.4168)  -0.002
H (-21.3122, -16.9706, -3.6099)  0.028
H (-19.7728, -15.9666, -3.7774)  0.015
H (-19.9403, -19.8972, -5.8838)  -0.004
H (-20.5945, -19.3608, -7.4563)  0.013
H (-21.6470, -19.4658, -6.0189)  0.006
H (-17.8254, -17.3095, -6.7571)  0.003
H (-18.2951, -15.6810, -6.1516)  0.018
H (-18.8617, -16.2752, -7.7197)  0.005
H (-22.7939, -16.8244, -6.3206)  -0.014
H (-21.8383, -16.2760, -7.7508)  0.003
H (-20.7811, -14.2947, -8.1511)  0.002
H (-19.7308, -13.5636, -6.9621)  0.017
H (-21.3003, -12.7384, -7.4206)  0.007
O (-18.3001, -9.3740, -0.0738)  -0.071
H (-17.6474, -9.1579, 0.6197)  0.067
H (-18.3105, -8.6049, -0.6969)  0.036
C (-18.3983, -6.3242, -4.8145)  -0.094
C (-17.8292, -6.9283, -6.0951)  -0.572
C (-16.5993, -6.1565, -6.5905)  -0.100
C (-18.9345, -6.8521, -7.1895)  -0.090
Si (-17.4644, -8.7916, -5.7405)  0.412
O (-18.6244, -9.5613, -5.0157)  -0.496
C (-16.9809, -9.6414, -7.3546)  -0.183
C (-15.9557, -9.1537, -8.1953)  -0.120
C (-15.7858, -9.6136, -9.4830)  -0.119
C (-16.5684, -10.6787, -9.9072)  -0.120
C (-17.5278, -11.2752, -9.0728)  -0.093
C (-17.6811, -10.7820, -7.7940)  -0.080
C (-15.8905, -8.7543, -4.6336)  -0.188
C (-14.6505, -9.2569, -5.0341)  -0.097
C (-13.5653, -9.2182, -4.1877)  -0.111
C (-13.7179, -8.7876, -2.8644)  -0.119
C (-14.9392, -8.3086, -2.4243)  -0.096
C (-16.0074, -8.3104, -3.3171)  -0.093
H (-18.8819, -5.3903, -5.0381)  0.069
H (-17.6457, -6.1964, -4.0618)  0.062
H (-19.1784, -6.9636, -4.4060)  0.074
H (-16.8144, -5.1000, -6.5788)  0.063
H (-16.2952, -6.4799, -7.5906)  0.060
H (-15.7532, -6.2637, -5.9082)  0.071
H (-19.1456, -5.7958, -7.3651)  0.069
H (-19.8326, -7.4007, -6.9539)  0.045
H (-18.5813, -7.2838, -8.1278)  0.070
H (-15.2785, -8.3833, -7.8401)  0.088
H (-15.0199, -9.2146, -10.1382)  0.089
H (-16.3984, -10.9957, -10.9416)  0.086
H (-18.1438, -12.1034, -9.4301)  0.094
H (-18.3836, -11.2789, -7.1102)  0.096
H (-14.5025, -9.7581, -6.0152)  0.103
H (-12.5936, -9.5391, -4.5163)  0.084
H (-12.8636, -8.8744, -2.2027)  0.083
H (-15.0936, -7.9111, -1.4162)  0.097
H (-17.0057, -8.0353, -2.9865)  0.085
O (-22.6874, -11.5650, -5.2380)  -0.587
S (-22.9909, -10.4138, -4.3699)  0.869
C (-24.1601, -10.8819, -3.0350)  -0.304
C (-25.2479, -9.7940, -2.9849)  -0.206
C (-25.4008, -9.0626, -4.3811)  -0.219
C (-24.1859, -9.2963, -5.2767)  -0.277
H (-23.5741, -10.9978, -2.1217)  0.049
H (-24.5514, -11.8466, -3.3282)  0.082
H (-25.0292, -9.1030, -2.2043)  0.086
H (-26.2133, -10.1964, -2.7356)  0.089
H (-25.5807, -7.9848, -4.2138)  0.102
H (-26.3135, -9.3726, -4.8965)  0.092
H (-23.5808, -8.3883, -5.4121)  0.082
H (-24.3813, -9.7396, -6.2381)  0.082

Values from the calculation:
Total charge: -2
Spin multiplicity: 1

For the records above, the corresponding E_LUMO values read 0.0148, 0.1268 hartree.
For the records above, the corresponding DFT total energy values read -5617.44314, -10170.66830 Ha.